Entry 1:
# C31H45BiClF5PS

A structure of composition C31H45BiClF5PS in a non-equilibrium geometry (the ωB97M-V functional and the def2-TZVPD basis, the Open Molecules 2025 dataset).

## Properties
HOMO-LUMO gap: 3.46 eV
E_LUMO: 2.2 eV
energy relative to the best compared isomer or geometry (same formula, charge and spin): 0.0 kcal per mole
E_HOMO: -1.23 eV

```
! wB97M-V def2-TZVPD RIJCOSX def2/J DEFGRID3
* xyz -1 1
Bi 0.129 0.479 2.993
P -1.091 -0.494 -0.228
Cl -0.434 -1.852 3.723
C 0.434 0.104 0.453
H 0.678 1.118 0.134
H 1.277 -0.588 0.353
C -2.492 0.543 0.394
C -1.286 -2.242 0.323
C -3.790 0.415 -0.425
H -2.682 0.126 1.404
C -4.943 1.138 0.279
H -3.642 0.860 -1.421
H -4.071 -0.637 -0.585
C -4.625 2.611 0.568
H -5.843 1.065 -0.342
H -5.162 0.621 1.223
C -3.257 2.812 1.230
H -4.658 3.177 -0.372
H -5.405 3.030 1.214
C -2.123 2.032 0.548
H -3.001 3.878 1.237
H -3.320 2.497 2.281
H -1.925 2.457 -0.451
H -1.198 2.174 1.132
C -1.043 -0.465 -2.068
C -0.337 -3.192 -0.425
H -0.951 -2.208 1.378
C -0.379 -4.592 0.199
H -0.630 -3.254 -1.484
H 0.694 -2.809 -0.403
C -1.803 -5.148 0.301
H 0.246 -5.269 -0.395
H 0.061 -4.540 1.203
C -2.780 -4.166 0.956
H -2.165 -5.398 -0.705
H -1.792 -6.084 0.872
C -2.729 -2.765 0.336
H -3.804 -4.550 0.885
H -2.542 -4.076 2.025
H -3.125 -2.799 -0.690
H -3.384 -2.095 0.913
C -1.032 0.968 -2.613
H -0.064 -0.928 -2.294
C -0.784 0.978 -4.124
H -1.997 1.455 -2.401
H -0.257 1.564 -2.109
C -1.775 0.089 -4.887
H -0.845 2.010 -4.490
H 0.240 0.629 -4.314
C -1.894 -1.317 -4.289
H -2.763 0.567 -4.878
H -1.469 0.014 -5.936
C -2.125 -1.303 -2.774
H -2.711 -1.867 -4.769
H -0.970 -1.874 -4.491
H -3.118 -0.880 -2.561
H -2.140 -2.335 -2.399
C 1.951 2.620 -1.138
C 2.378 1.335 -1.392
H 0.997 2.993 -1.523
C 3.775 0.893 -1.082
H 1.761 0.619 -1.943
C 4.373 1.700 0.080
H 3.808 -0.184 -0.861
H 4.423 1.049 -1.962
C 4.190 3.205 -0.132
H 3.861 1.411 1.009
H 5.439 1.471 0.207
C 2.696 3.559 -0.249
H 4.645 3.760 0.697
H 4.717 3.516 -1.046
H 2.264 3.548 0.771
H 2.588 4.592 -0.605
F 7.162 -1.015 5.002
C 6.062 -0.354 4.593
C 4.804 -0.951 4.703
F 4.686 -2.188 5.235
C 3.683 -0.265 4.268
F 2.476 -0.902 4.352
C 3.750 1.033 3.734
S 2.355 1.919 3.181
C 5.035 1.617 3.667
F 5.148 2.885 3.188
C 6.176 0.936 4.068
F 7.392 1.513 3.948
*
```


Entry 2:
# C31H45BrN2P2Ti

A structure of composition C31H45BrN2P2Ti in a non-equilibrium geometry (the ωB97M-V functional and the def2-TZVPD basis, the Open Molecules 2025 dataset).

## Properties
HOMO-LUMO gap (spin up / spin down): 6.86 / 4.83 eV
E_LUMO (spin up / spin down): -6.8 / -8.9 eV
energy relative to the best compared isomer or geometry (same formula, charge and spin): 88.9 kcal per mole
E_HOMO (spin up / spin down): -13.69 / -13.71 eV

```
! wB97M-V def2-TZVPD RIJCOSX def2/J DEFGRID3
* xyz 2 3
C -5.443 0.687 -1.163
C -4.609 1.401 -2.043
C -5.178 2.349 -2.893
C -6.575 2.334 -3.051
N -7.351 1.548 -2.303
C -6.828 0.741 -1.381
C -3.215 0.969 -2.190
C -2.775 -0.269 -2.361
C -2.126 -1.446 -2.044
C -1.263 -1.326 -0.900
C -0.233 -2.263 -0.711
C 0.107 -3.191 -1.710
C -0.776 -3.321 -2.813
C -1.927 -2.558 -2.918
Ti -1.321 0.838 -1.678
P 1.000 1.075 1.660
H -4.567 3.038 -3.467
H -5.045 0.067 -0.357
H -7.064 2.963 -3.802
H -7.497 0.100 -0.800
H -2.633 -2.682 -3.755
H -1.497 -0.610 -0.058
H -0.523 -4.027 -3.611
H 0.384 -2.126 0.160
C 2.868 0.925 1.831
C 3.730 2.132 2.158
H 3.193 0.472 0.882
H 2.987 0.162 2.613
H 4.750 1.774 2.332
H 3.788 2.864 1.346
H 3.418 2.654 3.066
C 0.754 2.889 1.458
C -0.712 3.304 1.572
H 1.116 3.179 0.466
H 1.392 3.386 2.199
H -0.803 4.333 1.197
H -1.365 2.661 0.953
H -1.059 3.279 2.615
C 0.512 0.895 3.444
C 1.128 1.823 4.488
H 0.741 -0.150 3.701
H -0.583 0.997 3.451
H 0.617 1.656 5.444
H 2.191 1.619 4.660
H 1.016 2.889 4.258
Br 1.836 -3.782 -1.658
P 0.959 0.911 -1.943
C 2.118 2.277 -1.581
C 3.492 2.251 -2.218
H 2.245 2.233 -0.491
H 1.563 3.196 -1.814
H 4.033 3.138 -1.866
H 4.075 1.369 -1.927
H 3.435 2.299 -3.308
C 2.123 -0.496 -1.917
C 2.837 -0.940 -3.181
H 1.464 -1.311 -1.615
H 2.811 -0.356 -1.071
H 3.432 -1.827 -2.915
H 2.146 -1.255 -3.976
H 3.512 -0.169 -3.577
C 0.213 1.087 -3.646
C 1.103 1.980 -4.538
H -0.797 1.594 -3.508
H 0.085 0.095 -4.115
H 0.561 2.267 -5.440
H 1.391 2.914 -4.052
H 2.024 1.465 -4.844
C -0.266 -5.215 5.575
C -0.024 -4.351 4.360
C 1.132 -3.572 4.228
C 1.304 -2.804 3.072
N 0.388 -2.785 2.111
C -0.718 -3.508 2.212
C -0.964 -4.317 3.325
H 0.567 -5.912 5.761
H -0.393 -4.613 6.490
H -1.179 -5.809 5.432
H 1.897 -3.533 5.000
H 2.199 -2.199 2.914
H -1.447 -3.449 1.404
H -1.875 -4.904 3.364
*
```


Entry 3:
# C31H45CeCl2N2OP

A structure of composition C31H45CeCl2N2OP in a non-equilibrium geometry (the ωB97M-V functional and the def2-TZVPD basis, the Open Molecules 2025 dataset).

## Properties
HOMO-LUMO gap (spin up / spin down): 5.01 / 5.01 eV
E_LUMO (spin up / spin down): -1.2 / -1.2 eV
E_HOMO (spin up / spin down): -6.19 / -6.18 eV

```
! wB97M-V def2-TZVPD RIJCOSX def2/J DEFGRID3
* xyz 0 1
P 0.794 0.253 -1.298
C 0.560 1.990 -1.853
C 1.439 2.314 -3.058
C 1.358 3.814 -3.346
C -0.083 4.308 -3.508
C -1.006 3.871 -2.363
C -0.910 2.368 -2.083
C -0.181 -0.998 -2.225
C 0.173 -0.936 -3.707
C -0.481 -2.128 -4.406
C -1.990 -2.206 -4.154
C -2.370 -2.103 -2.672
C -1.697 -0.918 -1.980
C 2.581 -0.181 -1.291
C 3.399 0.784 -0.410
C 4.893 0.453 -0.498
C 5.199 -1.011 -0.160
C 4.317 -1.998 -0.935
C 2.826 -1.647 -0.897
H 0.909 2.570 -0.973
H 1.091 1.733 -3.925
H 2.483 2.025 -2.875
H 1.942 4.034 -4.244
H 1.831 4.350 -2.512
H -0.086 5.401 -3.582
H -0.486 3.925 -4.454
H -0.733 4.414 -1.448
H -2.043 4.129 -2.598
H -1.520 2.098 -1.209
H -1.299 1.811 -2.950
H 0.167 -1.959 -1.795
H -0.004 -3.043 -4.035
H 1.265 -0.954 -3.850
H -0.199 0.012 -4.128
H -0.272 -2.060 -5.476
H -2.375 -3.144 -4.563
H -2.485 -1.397 -4.704
H -3.455 -2.016 -2.563
H -2.065 -3.022 -2.153
H -1.915 -0.915 -0.901
H -2.088 0.026 -2.384
H 2.856 -0.039 -2.353
H 3.239 1.832 -0.706
H 3.066 0.716 0.640
H 5.236 0.662 -1.520
H 5.453 1.115 0.172
H 5.060 -1.171 0.917
H 6.253 -1.222 -0.375
H 4.457 -3.011 -0.541
H 4.638 -2.012 -1.984
H 2.278 -2.325 -1.566
H 2.417 -1.823 0.109
Ce 0.170 0.381 2.163
Cl 0.239 -2.133 1.418
Cl 1.161 2.726 1.726
C -1.801 0.943 1.323
H -1.688 2.017 1.075
C -3.166 0.493 1.243
C -3.490 -0.902 1.285
C -4.814 -1.324 1.288
C -5.858 -0.382 1.254
C -5.558 0.992 1.199
C -4.242 1.422 1.174
H -2.662 -1.621 1.338
H -5.044 -2.395 1.322
H -6.369 1.721 1.179
H -3.994 2.485 1.131
H -6.893 -0.716 1.274
N 1.472 -2.840 7.951
C 1.534 -2.505 6.628
O 2.421 -2.918 5.888
C 0.441 -1.612 6.128
C -0.628 -1.090 6.883
C -1.556 -0.230 6.293
C -1.397 0.147 4.958
N -0.333 -0.330 4.267
C 0.528 -1.252 4.786
H 2.224 -3.388 8.326
H 0.815 -2.418 8.597
H -0.740 -1.360 7.930
H -2.400 0.171 6.840
H -2.075 0.815 4.416
H 1.268 -1.665 4.089
*
```


Entry 4:
# C31H45ClF5MoOP

A structure of composition C31H45ClF5MoOP in a non-equilibrium geometry (the ωB97M-V functional and the def2-TZVPD basis, the Open Molecules 2025 dataset).

## Properties
HOMO-LUMO gap (spin up / spin down): 7.46 / 6.86 eV
E_LUMO (spin up / spin down): 0.4 / 0.4 eV
E_HOMO (spin up / spin down): -7.07 / -6.50 eV

```
! wB97M-V def2-TZVPD RIJCOSX def2/J DEFGRID3
* xyz 0 3
Mo -1.474 -0.222 1.624
Cl -2.820 1.316 2.761
P 0.572 -0.664 0.149
C -0.987 2.382 -0.938
H -0.361 2.857 -1.735
H -0.317 1.927 -0.180
C 0.597 -1.877 1.569
C 2.154 0.419 0.216
C 1.477 -3.137 1.363
H 1.070 -1.313 2.392
C 1.520 -3.938 2.671
H 1.077 -3.756 0.549
H 2.503 -2.865 1.081
C 0.139 -4.299 3.234
H 2.098 -4.857 2.526
H 2.059 -3.341 3.419
C -0.776 -3.104 3.315
H -0.327 -5.060 2.598
H 0.234 -4.727 4.234
C -0.826 -2.350 1.962
H -1.805 -3.375 3.553
H -0.447 -2.375 4.064
H -1.239 -2.972 1.166
H -1.731 -1.667 2.370
C 0.875 -1.602 -1.533
C 2.516 1.148 -1.095
H 1.806 1.183 0.937
C 3.668 2.148 -0.888
H 2.813 0.424 -1.868
H 1.643 1.678 -1.500
C 4.899 1.518 -0.226
H 3.953 2.582 -1.855
H 3.309 2.978 -0.262
C 4.555 0.693 1.020
H 5.417 0.879 -0.954
H 5.610 2.307 0.048
C 3.384 -0.280 0.810
H 5.437 0.125 1.340
H 4.300 1.374 1.843
H 3.715 -1.089 0.141
H 3.129 -0.752 1.768
C -0.190 -2.673 -1.778
H 0.727 -0.784 -2.266
C -0.130 -3.241 -3.211
H -0.055 -3.494 -1.058
H -1.195 -2.271 -1.606
C 1.264 -3.743 -3.604
H -0.858 -4.056 -3.300
H -0.441 -2.458 -3.917
C 2.382 -2.758 -3.237
H 1.452 -4.707 -3.111
H 1.290 -3.938 -4.683
C 2.268 -2.202 -1.805
H 3.358 -3.246 -3.361
H 2.359 -1.917 -3.945
H 2.456 -3.016 -1.089
H 3.064 -1.462 -1.656
C -2.433 -0.042 -0.268
C -1.832 1.301 -1.424
H -2.149 -0.851 -0.964
C -2.989 1.822 -2.183
H -1.193 0.646 -2.014
C -4.147 2.083 -1.263
H -2.678 2.741 -2.671
H -3.218 1.127 -2.981
C -4.863 0.813 -0.936
H -3.734 2.483 -0.342
H -4.801 2.850 -1.675
C -3.952 -0.161 -0.153
H -5.731 1.060 -0.326
H -5.275 0.358 -1.844
H -4.229 -0.100 0.903
H -4.279 -1.167 -0.465
F -2.308 7.147 3.627
C -2.144 6.183 2.707
C -1.161 5.208 2.850
F -0.386 5.245 3.954
C -0.945 4.244 1.857
F 0.103 3.401 2.028
C -1.779 4.205 0.721
O -1.881 3.351 -0.330
C -2.771 5.202 0.632
F -3.546 5.195 -0.469
C -2.955 6.183 1.574
F -3.897 7.122 1.393
*
```


Entry 5:
# C31H45ClF5OPPb

A structure of composition C31H45ClF5OPPb in a non-equilibrium geometry (the ωB97M-V functional and the def2-TZVPD basis, the Open Molecules 2025 dataset).

## Properties
HOMO-LUMO gap (spin up / spin down): 4.56 / 4.56 eV
E_LUMO (spin up / spin down): -2.7 / -2.7 eV
energy relative to the best compared isomer or geometry (same formula, charge and spin): 0.0 kcal per mole
E_HOMO (spin up / spin down): -7.29 / -7.29 eV

```
! wB97M-V def2-TZVPD RIJCOSX def2/J DEFGRID3
* xyz 0 1
Pb -1.380 0.437 1.959
Cl -3.755 -0.471 1.563
P -0.461 0.280 -1.021
C -1.223 1.123 4.125
H -0.349 1.774 4.241
H -2.193 1.523 4.448
C 0.956 -0.646 -1.795
C -0.349 2.078 -1.501
C 2.302 -0.030 -1.379
H 0.873 -1.637 -1.305
C 3.461 -0.948 -1.786
H 2.424 0.950 -1.868
H 2.323 0.158 -0.294
C 3.410 -1.352 -3.263
H 4.408 -0.440 -1.569
H 3.427 -1.845 -1.153
C 2.028 -1.827 -3.722
H 3.714 -0.495 -3.878
H 4.143 -2.144 -3.448
C 0.899 -0.874 -3.308
H 2.010 -1.951 -4.811
H 1.823 -2.812 -3.282
H 1.008 0.086 -3.834
H -0.069 -1.297 -3.610
C -2.065 -0.384 -1.717
C 0.148 2.411 -2.908
H -1.402 2.411 -1.420
C -0.064 3.908 -3.177
H 1.218 2.170 -2.994
H -0.378 1.822 -3.674
C 0.577 4.812 -2.113
H 0.335 4.158 -4.167
H -1.145 4.104 -3.205
C 0.283 4.375 -0.675
H 1.665 4.825 -2.265
H 0.229 5.841 -2.257
C 0.484 2.867 -0.471
H 0.922 4.923 0.027
H -0.758 4.620 -0.424
H 1.549 2.618 -0.593
H 0.231 2.592 0.563
C -2.094 -1.922 -1.689
H -2.798 -0.047 -0.956
C -3.489 -2.435 -2.074
H -1.349 -2.329 -2.390
H -1.836 -2.287 -0.684
C -3.981 -1.855 -3.407
H -3.470 -3.530 -2.129
H -4.185 -2.155 -1.272
C -3.859 -0.330 -3.480
H -3.402 -2.301 -4.226
H -5.026 -2.144 -3.567
C -2.469 0.179 -3.080
H -4.093 0.018 -4.493
H -4.595 0.123 -2.802
H -1.735 -0.122 -3.845
H -2.476 1.278 -3.062
C -0.400 -1.513 2.020
C -1.025 -0.326 4.140
H 0.286 -1.569 1.154
C -2.114 -1.121 4.814
H -0.008 -0.731 4.228
C -1.875 -2.632 4.791
H -2.193 -0.776 5.865
H -3.079 -0.899 4.327
C -1.848 -3.177 3.355
H -0.927 -2.852 5.301
H -2.681 -3.121 5.353
C -0.510 -2.831 2.662
H -1.968 -4.270 3.392
H -2.686 -2.768 2.777
H 0.310 -2.917 3.400
H -0.322 -3.621 1.908
F 5.237 0.167 5.764
C 4.325 0.387 4.799
C 3.682 1.621 4.712
F 3.977 2.592 5.604
C 2.748 1.844 3.727
F 2.096 3.026 3.672
C 2.412 0.844 2.753
O 1.522 1.021 1.864
C 3.117 -0.398 2.882
F 2.851 -1.382 1.986
C 4.030 -0.623 3.883
F 4.641 -1.826 3.981
*
```